*w*
ORCA calculation (ωB97M-V with the def2-TZVPD basis set) on a 4-piece molecular cluster, C8H12N4 overall.

Structure (SMILES): CC#N.CC#N.CC#N.CC#N
Lowest unoccupied orbital energy, eV: 0.11
Frontier orbital gap, eV: 11.4
HOMO, eV: -11.30

Geometry (Å):
N (0.818, 1.652, 0.463)
N (-3.924, -0.490, 2.376)
N (-3.286, 3.230, 0.087)
N (0.458, -3.334, -1.478)
C (-1.283, 3.094, -1.586)
C (-2.405, 3.159, -0.642)
C (2.067, -0.054, 1.990)
C (-2.331, -0.661, 0.315)
C (-3.230, -0.581, 1.469)
C (1.547, -3.038, -1.286)
C (1.354, 0.922, 1.164)
C (2.944, -2.665, -1.079)
H (-1.085, 2.066, -1.876)
H (-1.745, 0.260, 0.319)
H (1.901, 0.163, 3.043)
H (3.531, -3.489, -0.674)
H (-0.398, 3.442, -1.057)
H (-1.753, -1.578, 0.314)
H (-1.514, 3.736, -2.432)
H (3.141, 0.018, 1.820)
H (1.717, -1.042, 1.700)
H (3.362, -2.320, -2.021)
H (-2.909, -0.604, -0.609)
H (3.024, -1.886, -0.321)



*x*
ORCA calculation (ωB97M-V with the def2-TZVPD basis set) on C8H12N4 as an isolated structure.

Lowest unoccupied orbital energy, eV: 0.71
Frontier orbital gap, eV: 8.5
HOMO, eV: -7.82

Geometry (Å):
N (-2.043, 0.602, -1.350)
N (-2.019, -0.639, -1.265)
N (3.406, 0.302, 0.298)
N (3.367, -0.289, -0.948)
C (2.064, -0.492, -1.188)
C (-1.371, 2.167, 0.544)
C (-0.956, -1.228, -0.587)
C (2.184, 0.385, 0.859)
C (-0.111, -0.195, 0.226)
C (-1.648, -2.190, 0.477)
C (1.316, -0.154, -0.033)
C (-1.047, 1.344, -0.707)
H (-0.483, 2.662, 0.967)
H (2.105, 1.092, 1.740)
H (-0.404, -0.031, 1.228)
H (-2.299, -2.966, -0.050)
H (1.705, -0.858, -2.135)
H (-0.329, 1.609, -1.467)
H (-2.381, -1.500, 1.049)
H (-0.819, -2.696, 1.000)
H (-2.190, 2.843, 0.388)
H (-1.820, 1.477, 1.312)
H (-0.375, -1.863, -1.266)
H (4.148, 0.619, 0.907)



Verdict on stability: *x* comes out at the bottom.



*w*
ORCA calculation (ωB97M-V with the def2-TZVPD basis set) on a 2-piece molecular cluster, C4H7FNO overall.

Lowest unoccupied orbital energy (spin up / spin down), eV: -7.52 / -7.52
Frontier orbital gap (spin up / spin down), eV: 7.8 / 7.8
Net charge: +1
HOMO (spin up / spin down), eV: -15.34 / -15.34

Geometry (Å):
F (-3.449, 0.645, -0.275)
O (0.540, 1.305, -1.073)
N (0.443, 1.040, 0.230)
C (0.451, -0.322, 0.443)
C (-1.579, 1.690, 0.869)
C (-0.133, -1.298, -0.542)
C (-2.636, 1.445, 0.358)
H (1.418, -0.789, 0.364)
H (0.156, -2.300, -0.307)
H (-1.212, -1.095, -0.719)
H (-1.016, 2.167, 1.570)
H (0.262, -1.332, -1.543)
H (0.673, 2.300, -1.295)
H (0.068, -0.497, 1.534)



*x*
ORCA calculation (ωB97M-V with the def2-TZVPD basis set) on C4H7FNO as an isolated structure.

Lowest unoccupied orbital energy, eV: -6.45
Frontier orbital gap, eV: 9.3
Net charge: +1
HOMO, eV: -15.74

Geometry (Å):
F (0.152, 2.331, -0.160)
O (-1.340, -0.903, 0.203)
N (-0.429, -0.193, 0.145)
C (0.831, -0.274, 0.539)
C (-0.706, 1.533, -0.769)
C (1.193, -1.662, 1.099)
C (-1.681, 1.614, -1.664)
H (-2.310, 0.718, -2.016)
H (0.279, -2.228, 1.373)
H (1.779, -1.767, 2.040)
H (1.328, 0.170, -0.407)
H (-1.915, 2.585, -2.205)
H (1.659, -2.398, 0.432)
H (1.163, 0.472, 1.390)



Verdict on stability: *w* comes out at the bottom.



*w*
ORCA calculation (ωB97M-V with the def2-TZVPD basis set) on the molecule C14H18N2O6.

Structure (SMILES): N[C@@H](Cc1ccc(O)cc1)C(=O)N[C@@H](CCC(=O)O)C(=O)O
Lowest unoccupied orbital energy, eV: 0.48
Frontier orbital gap, eV: 9.3
HOMO, eV: -8.78

Geometry (Å):
O (-7.293, 0.562, -0.269)
O (5.409, 2.971, -0.727)
O (3.227, 2.372, -0.819)
O (0.713, -0.956, -1.756)
O (4.989, -1.508, -0.855)
O (3.592, -3.073, -0.227)
N (1.585, -1.149, 0.348)
N (-0.822, -0.978, 1.556)
C (4.363, 2.173, -0.463)
C (-5.321, -0.341, -1.251)
C (-3.068, 0.186, -0.361)
C (3.651, 0.223, 1.094)
C (-0.807, -1.028, 0.092)
C (-5.912, 0.410, -0.216)
C (0.569, -1.056, -0.557)
C (-3.639, 0.902, 0.661)
C (-1.613, 0.128, -0.586)
C (3.913, -1.777, -0.361)
C (4.779, 1.135, 0.549)
C (2.927, -0.673, -0.001)
C (-5.052, 1.033, 0.715)
C (-3.945, -0.384, -1.348)
H (-1.084, 1.086, -0.386)
H (-3.478, -0.932, -2.240)
H (4.158, -0.373, 1.880)
H (-1.691, -0.519, 1.878)
H (1.361, -0.854, 1.284)
H (2.808, -0.136, -0.906)
H (-1.289, -1.909, -0.348)
H (-7.546, 0.986, 0.547)
H (5.425, 0.387, 0.081)
H (2.878, 0.841, 1.577)
H (4.991, 3.637, -1.332)
H (-3.071, 1.396, 1.420)
H (2.698, -3.196, 0.079)
H (-5.491, 1.610, 1.519)
H (-1.444, 0.003, -1.669)
H (-0.851, -1.937, 1.951)
H (5.382, 1.586, 1.368)
H (-5.999, -0.850, -1.924)



*x*
ORCA calculation (ωB97M-V with the def2-TZVPD basis set) on the molecule C14H18N2O6.

Structure (SMILES): CCCCOC(=O)CCCc1ccc([N+](=O)[O-])cc1[N+](=O)[O-]
Lowest unoccupied orbital energy, eV: -0.87
Frontier orbital gap, eV: 9.5
HOMO, eV: -10.36

Geometry (Å):
O (2.290, 3.260, 0.413)
O (3.117, 2.485, -1.411)
O (3.733, -3.429, 0.085)
O (-2.309, -0.415, 1.234)
O (5.016, -1.908, -0.727)
O (-3.805, 0.634, -0.066)
N (3.994, -2.282, -0.199)
N (2.575, 2.355, -0.338)
C (1.094, 0.663, 0.751)
C (-0.820, 1.959, -0.215)
C (-4.875, 0.243, 0.798)
C (1.841, -1.642, 0.793)
C (-2.580, 0.233, 0.253)
C (-5.300, -1.155, -2.009)
C (-5.355, -1.184, 0.541)
C (2.273, 0.997, 0.074)
C (-6.146, -1.351, -0.757)
C (3.003, -1.278, 0.121)
C (3.221, 0.038, -0.252)
C (0.011, 1.656, 1.041)
C (-1.566, 0.731, -0.755)
C (0.901, -0.677, 1.092)
H (-0.857, -0.073, -0.961)
H (-4.489, -1.849, 0.537)
H (-4.923, -0.137, -2.066)
H (-6.976, -0.641, -0.764)
H (-6.571, -2.357, -0.769)
H (-4.531, 0.332, 1.835)
H (0.440, 2.589, 1.407)
H (-5.672, 0.964, 0.608)
H (-5.894, -1.351, -2.898)
H (4.119, 0.313, -0.786)
H (-0.017, -0.953, 1.587)
H (-4.452, -1.838, -2.006)
H (-2.089, 0.999, -1.672)
H (-1.543, 2.739, 0.027)
H (1.692, -2.675, 1.066)
H (-0.643, 1.246, 1.810)
H (-0.172, 2.344, -1.005)
H (-5.989, -1.469, 1.383)



Verdict on stability: *x* comes out at the bottom.



*w*
ORCA calculation (ωB97M-V with the def2-TZVPD basis set) on the molecule H6O2Si2.

Structure (SMILES): O[SiH](O)[SiH3]
Lowest unoccupied orbital energy, eV: 0.52
Frontier orbital gap, eV: 10.0
HOMO, eV: -9.51

Geometry (Å):
Si (0.160, 1.500, 0.153)
Si (0.256, -0.930, 0.082)
O (-0.993, -1.734, 0.712)
O (0.366, -1.768, -1.319)
H (1.620, -1.261, 0.854)
H (0.331, -2.737, -1.287)
H (1.660, 1.569, 0.557)
H (-0.050, 1.881, -1.267)
H (-0.433, 2.358, 1.118)
H (-1.552, -1.649, 1.470)



*x*
ORCA calculation (ωB97M-V with the def2-TZVPD basis set) on the molecule H6O2Si2.

Structure (SMILES): O[SiH](O)[SiH3]
Lowest unoccupied orbital energy, eV: 0.53
Frontier orbital gap, eV: 10.0
HOMO, eV: -9.51

Geometry (Å):
Si (1.576, -0.015, -0.016)
Si (-0.842, -0.005, -0.321)
O (-1.555, -1.445, -0.165)
O (-1.565, 1.199, 0.479)
H (2.207, -1.302, 0.028)
H (-1.381, -2.241, 0.261)
H (-1.163, 0.234, -1.795)
H (-1.083, 1.712, 1.222)
H (1.901, 0.788, 1.151)
H (1.905, 1.076, -0.845)



Verdict on stability: *w* comes out at the bottom.



*w*
ORCA calculation (ωB97M-V with the def2-TZVPD basis set) on a 2-piece molecular cluster, CH3N2O2 overall.

Lowest unoccupied orbital energy (spin up / spin down), eV: 4.73 / 4.73
Frontier orbital gap (spin up / spin down), eV: 7.3 / 7.3
Net charge: -1
HOMO (spin up / spin down), eV: -2.54 / -2.54

Geometry (Å):
O (-0.979, 3.503, 1.702)
O (-2.114, 1.795, 0.884)
N (-1.091, 2.424, 1.142)
N (0.597, 1.524, 0.427)
C (0.176, 0.267, 0.018)
H (-0.846, 0.265, -0.406)
H (0.864, -0.067, -0.780)
H (0.200, -0.517, 0.818)



*x*
ORCA calculation (ωB97M-V with the def2-TZVPD basis set) on a 2-piece molecular cluster, CH3N2O2 overall.

Lowest unoccupied orbital energy, eV: 4.41
Frontier orbital gap, eV: 6.8
Net charge: -1
HOMO, eV: -2.43

Geometry (Å):
O (-0.076, 1.105, -1.186)
O (1.407, 1.926, 0.421)
N (-0.831, -1.158, 0.126)
N (0.418, -0.657, 0.727)
C (0.658, 1.230, -0.220)
H (1.085, -1.014, 0.152)
H (-1.007, -0.618, -0.822)
H (-1.655, -0.815, 0.801)



Verdict on stability: *w* comes out at the bottom.



*w*
ORCA calculation (ωB97M-V with the def2-TZVPD basis set) on the molecule CH4N4S.

Structure (SMILES): [S-][N+]1=NNNC1
Lowest unoccupied orbital energy (spin up / spin down), eV: 0.17 / 0.17
Frontier orbital gap (spin up / spin down), eV: 8.1 / 8.1
HOMO (spin up / spin down), eV: -7.94 / -7.94

Geometry (Å):
S (-1.527, 2.217, 0.098)
N (-0.831, 0.786, -0.120)
N (-0.444, -1.315, -0.276)
N (-1.364, -0.338, -0.166)
N (0.883, -0.817, -0.200)
C (0.704, 0.542, 0.214)
H (-0.769, -2.080, 0.273)
H (1.250, -0.747, -1.124)
H (0.684, 0.551, 1.395)
H (1.415, 1.201, -0.095)



*x*
ORCA calculation (ωB97M-V with the def2-TZVPD basis set) on the molecule CH4N4S.

Lowest unoccupied orbital energy, eV: -0.84
Frontier orbital gap, eV: 7.8
HOMO, eV: -8.63

Geometry (Å):
S (0.837, 2.545, 1.579)
N (-0.289, 0.979, -1.321)
N (0.135, -1.141, -0.763)
N (-0.222, 0.221, 0.933)
N (-0.164, 0.197, -0.338)
C (0.165, 1.063, 1.879)
H (0.119, 0.817, 2.918)
H (0.868, -1.581, -0.264)
H (-0.406, 1.921, -0.963)
H (0.273, -0.997, -1.770)



Verdict on stability: *x* comes out at the bottom.



*w*
ORCA calculation (ωB97M-V with the def2-TZVPD basis set) on C2H4ClN as an isolated structure.

Lowest unoccupied orbital energy, eV: 0.27
Frontier orbital gap, eV: 10.0
HOMO, eV: -9.72

Geometry (Å):
Cl (-1.927, 0.506, -0.288)
N (0.401, -0.147, -1.314)
C (0.781, -0.308, -0.032)
C (-0.586, -0.585, -0.445)
H (0.585, 1.160, 2.643)
H (-1.086, -1.616, -0.370)
H (0.729, -0.364, -2.217)
H (1.103, 1.355, 2.023)



*x*
ORCA calculation (ωB97M-V with the def2-TZVPD basis set) on a 2-piece molecular cluster, C2H4ClN overall.

Lowest unoccupied orbital energy, eV: 0.03
Frontier orbital gap, eV: 10.0
HOMO, eV: -9.92

Geometry (Å):
Cl (-1.144, -0.819, 1.808)
N (0.866, 0.970, -0.860)
C (0.045, -0.694, 0.615)
C (-0.092, 0.458, -0.229)
H (-0.239, -1.741, -0.655)
H (-1.203, 0.686, -0.353)
H (1.108, -0.668, 1.060)
H (0.660, 1.808, -1.387)



*y*
ORCA calculation (ωB97M-V with the def2-TZVPD basis set) on C2H4ClN as an isolated structure.

Lowest unoccupied orbital energy, eV: 0.74
Frontier orbital gap, eV: 11.2
HOMO, eV: -10.45

Geometry (Å):
Cl (-0.182, -2.227, 0.393)
N (1.777, -0.393, -0.660)
C (0.782, -0.929, -0.190)
C (0.617, 0.428, -0.178)
H (0.159, 0.958, -0.899)
H (0.720, 1.026, 0.725)
H (-1.776, 0.722, 0.073)
H (-2.097, 0.414, 0.735)



Verdict on stability: *w* comes out at the bottom.



*w*
ORCA calculation (ωB97M-V with the def2-TZVPD basis set) on a 2-piece molecular cluster, C2H7O2 overall.

Lowest unoccupied orbital energy, eV: 4.71
Frontier orbital gap, eV: 7.8
Net charge: -1
HOMO, eV: -3.05

Geometry (Å):
O (1.828, 1.713, -0.264)
O (-0.491, 0.545, -0.237)
C (-0.114, -0.834, -0.106)
C (-1.391, -1.562, 0.529)
H (0.288, -1.252, -1.114)
H (0.852, 1.259, -0.321)
H (1.636, 2.354, 0.476)
H (-1.967, -0.681, 0.906)
H (-1.122, -2.339, 1.233)
H (-2.032, -2.015, -0.278)
H (0.674, -1.015, 0.568)



*x*
ORCA calculation (ωB97M-V with the def2-TZVPD basis set) on C2H7O2 as an isolated structure.

Lowest unoccupied orbital energy, eV: 4.69
Frontier orbital gap, eV: 8.1
Net charge: -1
HOMO, eV: -3.38

Geometry (Å):
O (0.564, 2.311, -0.086)
O (0.934, 0.120, 0.877)
C (-0.083, -0.757, 0.610)
C (-0.375, -0.868, -0.880)
H (0.777, 1.231, 0.385)
H (-1.104, -1.653, -1.099)
H (0.333, 2.813, 0.702)
H (0.559, -1.060, -1.408)
H (-1.017, -0.458, 1.146)
H (-0.769, 0.079, -1.244)
H (0.181, -1.758, 0.997)



Verdict on stability: *w* comes out at the bottom.